Entry from the OMol25 dataset: C16H27N2O3S3SiTi as an isolated structure (the ωB97M-V functional and the def2-TZVPD basis).

Geometry as XYZ:
```
53
Properties=species:S:1:pos:R:3:lowdin_spin:R:1
H -2.628 -2.624 0.655 0.0002
S 2.651 0.317 0.089 0.0098
H 0.212 -3.397 -2.272 0.0000
C -1.677 -2.234 0.305 0.0007
H 0.158 3.849 0.173 0.0000
C -0.588 2.384 -1.215 0.0001
H 0.022 -2.722 2.548 0.0001
H -1.749 1.031 -2.422 0.0000
C -0.807 -2.015 2.666 0.0020
C 0.507 2.633 -2.245 0.0003
C 1.166 -2.917 -2.481 0.0000
H 1.458 2.791 -1.742 0.0000
C 0.019 -1.450 -4.171 0.0002
H -0.552 -1.289 3.455 0.0009
H 1.775 -2.924 -1.579 0.0000
N -0.262 2.320 6.834 -0.0006
O -0.205 1.328 -0.328 0.0013
H 2.729 -1.290 -4.126 0.0000
C -1.891 1.977 -1.904 0.0000
C 1.742 -0.554 6.220 0.0004
O 0.212 -0.842 0.871 0.0096
H 1.679 -3.482 -3.253 0.0000
H -0.998 -3.067 0.133 0.0001
H 2.119 0.241 -3.496 0.0000
O 0.245 -0.760 -1.932 0.0057
H -1.078 4.472 -0.937 0.0000
H -2.193 2.733 -2.623 0.0000
H -2.898 -0.395 2.082 0.0003
H -1.694 -2.564 2.974 0.0001
C -1.982 -0.077 1.590 0.0055
H -2.235 0.412 0.652 0.0001
S 2.453 -0.730 3.648 -0.0052
Ti 1.213 0.329 2.020 0.9353
C 0.912 1.243 4.840 0.0015
H -2.686 1.864 -1.170 0.0000
S 0.705 2.142 3.342 -0.0052
H -1.832 -1.709 -0.634 0.0001
N 1.824 -1.109 7.221 0.0023
H -0.155 -0.422 -4.481 0.0000
H -1.464 0.652 2.237 0.0026
H 0.273 3.509 -2.842 0.0000
C 2.272 -0.810 -3.267 -0.0002
C -1.074 -1.286 1.339 0.0068
H -1.542 3.430 0.417 0.0000
C 0.287 1.822 5.956 -0.0003
H 2.947 -0.879 -2.420 -0.0004
H 0.470 -1.993 -4.994 0.0000
C 1.629 0.078 4.967 0.0073
Si 0.683 -0.017 -0.581 0.0180
C -0.778 3.619 -0.334 0.0001
C 0.943 -1.484 -2.953 0.0004
H 0.600 1.774 -2.905 0.0001
H -0.937 -1.907 -3.926 0.0000
```

Summary:
- net charge = 0
- spin multiplicity = 2
- energy (eV) = -89657.593
- frontier orbital gap (spin up / spin down) (eV) = 7.73 / 7.97
- HOMO level (spin up / spin down) (eV) = -8.56 / -8.55

Entry from the OMol25 dataset: a 2-piece molecular cluster, H2N2O3S overall (the ωB97M-V functional and the def2-TZVPD basis).

Geometry as XYZ:
```
8
Properties=species:S:1:pos:R:3:mulliken_charge:R:1
H 1.537 1.616 0.689 0.2663
O -1.131 -2.209 -0.354 -0.3748
O -2.537 -0.383 -0.837 -0.3717
O 0.864 0.148 -0.688 0.0090
N 0.431 0.849 -1.470 0.0774
N 1.014 0.746 0.900 -0.5485
H 1.587 0.262 1.595 0.2180
S -1.765 -1.030 0.164 0.7242
```

Summary:
- net charge = 0
- spin multiplicity = 1
- energy (eV) = -19984.439
- frontier orbital gap (spin up / spin down) (eV) = 8.01 / 8.00
- energy above the lowest of the compared OMol25 structures with the same formula, charge and spin (kJ/mol) = 333.0
- HOMO level (spin up / spin down) (eV) = -9.06 / -9.05

Entry from the OMol25 dataset: C2H3I2NS as an isolated structure (the ωB97M-V functional and the def2-TZVPD basis).

Geometry as XYZ:
```
9
Properties=species:S:1:pos:R:3:mulliken_charge:R:1
H 0.256 -1.487 0.280 0.2719
C 0.134 -0.651 1.005 -0.6259
I 1.698 -0.656 -2.067 0.0826
S -0.904 1.429 -2.235 -0.1870
C -0.034 0.478 -1.319 0.1754
N 0.112 0.593 0.361 -0.3615
H -0.889 -0.902 1.398 0.2787
I -1.433 1.902 0.817 0.1436
H 1.059 -0.706 1.760 0.2223
```

Summary:
- net charge = 0
- spin multiplicity = 1
- energy (eV) = -30646.237
- frontier orbital gap (eV) = 7.91
- energy above the lowest of the compared OMol25 structures with the same formula, charge and spin (kJ/mol) = 175.7
- HOMO level (eV) = -8.78

Entry from the OMol25 dataset: a 2-piece molecular cluster, C27H47BClN3O5 overall (the ωB97M-V functional and the def2-TZVPD basis).

Geometry as XYZ:
```
84
Properties=species:S:1:pos:R:3:mulliken_charge:R:1
H 0.022 2.148 4.796 0.3435
C -1.967 5.139 -2.284 0.6359
C -1.076 3.678 -0.795 0.5383
H -3.768 1.495 3.096 0.3386
O 5.441 -4.990 1.578 -0.7197
O -0.211 2.751 4.034 -0.5447
H 0.166 -1.771 -0.109 -0.0396
O 4.428 -5.848 -0.274 -0.7890
C -3.580 2.114 0.954 0.1212
H -3.022 0.163 2.050 0.1280
H 1.353 4.005 -3.809 0.3068
H -6.439 -2.293 -0.265 0.2916
H -5.128 -0.908 2.164 0.2563
C -4.144 -2.600 -0.107 -0.3857
C -2.777 -2.285 -0.955 -0.0805
O -1.915 6.203 -2.947 -0.4061
H -2.439 3.359 2.587 0.4914
H -7.064 -0.200 0.693 0.4211
H -4.231 0.044 -0.859 -0.0209
C -1.099 3.158 0.683 -0.0821
H -4.522 2.671 0.597 0.2352
C 2.434 -3.488 -0.103 0.2783
H 7.188 -4.490 -0.361 0.2133
H -4.286 -3.753 -0.075 0.3954
H 3.070 2.182 -1.793 0.1524
H 0.647 -4.885 -0.695 0.3391
C -5.267 0.218 1.967 -0.7538
C 0.878 -3.928 -0.100 -0.9983
N 1.212 3.110 -0.946 0.8625
H -5.970 0.619 2.798 0.3404
H 0.523 -4.132 0.990 0.2520
H 1.259 0.427 2.549 0.2470
H 3.036 -4.395 -0.526 0.1460
H -2.970 4.297 1.091 0.3732
C 1.898 3.052 -3.481 -0.5918
H 1.683 0.721 -3.525 0.2724
H -5.511 -2.249 -1.878 0.3108
H -1.848 -4.301 -0.665 0.2271
H 3.758 -2.465 1.394 0.1918
H 3.214 -4.205 1.957 0.2775
C 5.408 -5.439 0.404 0.7218
C -5.458 -1.929 -0.757 -0.6745
H -3.964 -2.278 0.999 -0.0086
C 6.760 -5.495 -0.299 -0.9757
H 0.029 -2.619 -1.793 0.2239
C 2.395 3.096 -1.920 -0.4548
H 2.849 1.825 2.084 0.2855
H 6.275 3.337 0.301 0.3726
H 6.665 -5.893 -1.313 0.3035
C -0.124 -2.748 -0.650 0.0722
H 0.842 1.648 -4.989 0.3417
H -6.347 1.466 0.352 0.3092
C -6.052 0.365 0.567 -0.7116
H 7.444 -6.137 0.262 0.2568
H -5.902 0.075 -1.645 0.2981
C 4.106 3.131 0.825 -0.3413
H -1.831 -3.205 0.861 0.2625
C 2.877 2.039 0.939 -0.3711
H -3.041 1.591 0.061 -0.0298
N -2.319 4.200 -1.418 -0.3409
H 0.112 1.663 -3.296 0.1479
C 5.451 2.521 0.177 -1.0325
H -2.982 -2.542 -2.057 0.2499
H 3.809 4.064 0.217 0.2127
C -3.841 0.969 2.056 -0.2961
C 1.473 2.586 0.374 0.5294
H 2.021 -2.785 2.072 0.1584
O 0.407 0.572 3.047 -0.5833
Cl 3.348 0.374 0.228 -0.0284
N 0.135 3.623 -1.530 -1.0626
C 1.134 1.673 -3.861 -0.8596
C 0.194 2.562 1.334 0.5912
C -2.537 3.273 1.448 -1.4028
C -1.621 -3.223 -0.280 -0.7223
H -2.519 -1.168 -0.876 0.0294
C -5.315 -0.297 -0.705 -0.2796
H 2.892 3.032 -4.094 0.3877
H 5.862 1.600 0.753 0.3218
H 3.076 4.028 -1.757 0.2512
C 2.889 -3.229 1.430 -0.8547
H 4.376 3.525 1.889 0.3804
B 0.103 1.998 2.843 0.4802
H 5.383 2.327 -0.964 0.2215
H 2.559 -2.541 -0.745 0.0462
```

Summary:
- net charge = 0
- spin multiplicity = 1
- energy (eV) = -56658.103
- frontier orbital gap (eV) = 2.71
- HOMO level (eV) = -5.84

Entry from the OMol25 dataset: C35H29MnN5O3P2S3 as an isolated structure (the ωB97M-V functional and the def2-TZVPD basis).

Geometry as XYZ:
```
78
Properties=species:S:1:pos:R:3:lowdin_spin:R:1
C -2.076 3.156 0.801 0.0002
H -1.752 -4.936 0.638 0.0000
H -0.885 3.065 4.911 0.0000
H -3.938 -4.411 -0.396 0.0000
C -0.309 4.652 1.471 0.0002
N 3.417 -1.235 -1.322 0.0158
C -2.051 -3.905 0.490 0.0000
P 0.507 2.503 -0.052 -0.0002
H -1.378 -6.546 -1.862 0.0000
C 0.537 -2.615 -2.695 0.0003
O 1.209 0.622 -1.718 0.0072
H -3.071 -0.228 -0.124 0.0000
H -2.386 -5.248 -2.237 0.0000
C -0.725 3.495 0.821 0.0009
C -0.512 4.582 -3.419 0.0000
N 0.317 0.027 -0.985 -0.0084
H -3.306 5.746 2.602 0.0000
Mn 2.351 -0.068 -0.128 0.9866
H -1.511 3.957 -1.631 0.0000
H 0.745 4.911 1.489 0.0000
H 5.130 -4.383 1.309 0.0000
H 0.425 -1.572 -2.962 0.0000
H -1.553 -3.064 -2.815 0.0000
H -0.909 6.359 2.621 0.0000
H 1.028 -6.350 -1.835 0.0000
C -1.207 -2.877 0.892 -0.0001
C 0.678 4.601 -4.128 0.0000
C 0.889 -5.298 -2.061 0.0000
C 4.027 -1.784 -0.242 0.0041
C -2.790 0.359 2.915 0.0001
C 1.807 -3.123 -2.460 0.0013
C -1.590 -1.556 0.702 -0.0001
C 4.655 -1.123 1.875 -0.0002
H 0.728 5.099 -5.089 0.0000
C -0.769 1.599 3.360 0.0009
C -3.634 -2.287 -0.335 0.0000
C -2.761 2.051 4.626 0.0000
N 4.157 -0.794 0.690 -0.0055
H -3.272 2.606 5.405 0.0000
H -2.403 2.258 0.289 -0.0002
O 2.882 -1.147 -3.732 0.0003
C -1.237 5.462 2.111 0.0000
C -3.439 1.071 3.917 0.0000
C 0.549 3.318 -1.671 0.0000
C -3.269 -3.609 -0.105 0.0000
H -4.474 0.849 4.145 0.0000
H 5.548 -2.678 3.073 -0.0001
P -0.540 -0.229 1.329 0.0005
C -0.211 0.832 -0.082 -0.0086
H 0.282 1.782 3.158 0.0008
C -0.394 -4.810 -2.323 0.0000
H -4.575 -2.058 -0.821 0.0000
C -0.559 -3.452 -2.618 0.0001
H 2.609 2.829 -1.984 0.0000
H -1.395 5.065 -3.819 0.0000
C -0.578 3.949 -2.184 0.0000
H -0.253 -3.090 1.358 -0.0002
S 2.292 2.283 0.812 -0.0001
N -1.483 -5.673 -2.352 0.0000
H -3.325 -0.410 2.377 0.0000
C 1.809 3.980 -3.608 0.0000
H 2.739 3.986 -4.162 0.0000
C -2.794 -1.260 0.064 -0.0001
C 1.985 -4.459 -2.133 0.0000
C 1.744 3.334 -2.385 -0.0001
N 4.318 -3.067 -0.034 -0.0013
H 2.988 -4.831 -1.958 0.0000
C -1.423 2.310 4.350 0.0000
H -4.050 3.696 1.431 0.0000
C -2.582 5.118 2.098 0.0002
C 4.876 -3.341 1.137 0.0001
S 1.247 -0.825 1.995 -0.0037
H 4.682 -0.336 2.618 0.0001
S 3.215 -2.098 -2.719 0.0057
C -3.002 3.967 1.440 0.0001
O 4.360 -2.946 -2.881 0.0036
C 5.100 -2.402 2.129 -0.0015
C -1.460 0.639 2.618 0.0010
```

Summary:
- net charge = 0
- spin multiplicity = 2
- energy (eV) = -132761.178
- frontier orbital gap (spin up / spin down) (eV) = 7.68 / 7.70
- energy above the lowest of the compared OMol25 structures with the same formula, charge and spin (kJ/mol) = 0.0
- HOMO level (spin up / spin down) (eV) = -7.88 / -7.73

Entry from the OMol25 dataset: a 2-piece molecular cluster, C3H4O overall (the ωB97M-V functional and the def2-TZVPD basis).

Geometry as XYZ:
```
8
Properties=species:S:1:pos:R:3:mulliken_charge:R:1
H 1.221 1.888 -1.000 0.2253
C -0.741 -0.645 0.640 -0.5182
O -0.409 0.670 1.164 -0.3357
H 0.842 0.189 -2.021 0.2038
H 0.102 -2.306 1.569 0.0418
C 0.687 0.878 -1.078 -0.5880
H -1.758 -1.054 0.786 0.3035
C 0.054 0.380 -0.059 0.6675
```

Summary:
- net charge = 0
- spin multiplicity = 1
- energy (eV) = -5216.540
- frontier orbital gap (spin up / spin down) (eV) = 9.45 / 9.09
- energy above the lowest of the compared OMol25 structures with the same formula, charge and spin (kJ/mol) = 540.0
- HOMO level (spin up / spin down) (eV) = -9.74 / -9.45